# 1
DFT (ωB97M-V with the def2-TZVPD basis set) results for a structure of composition C41H53N4O4P2Pb at a distorted geometry.

Geometry as ORCA input:
```
! RIJCOSX wB97M-V def2-TZVPD def2/J DEFGRID3
* xyz 1 1
Pb -1.03 -0.44 0.22
P 1.44 -0.27 -1.45
P 2.43 0.95 1.20
O 0.73 -1.88 1.65
O -3.66 0.00 1.45
O -1.29 -0.41 2.98
O -1.95 2.34 -0.55
N -3.34 -4.20 2.12
N 2.69 0.37 -0.44
N -2.72 4.44 -0.90
N -0.60 3.88 -1.54
C 2.74 3.56 0.09
C 4.20 1.29 1.62
C -1.76 3.48 -0.97
C -4.08 4.16 -0.47
C 0.77 4.61 1.75
C -2.13 -4.95 1.88
C 1.05 3.25 1.78
C -0.76 -1.58 3.60
C -2.26 -2.21 -0.73
C 6.74 2.08 2.44
C 2.52 1.80 -3.02
C -4.17 -3.68 -2.21
C -4.52 -5.05 2.02
C 3.66 -1.96 -2.14
C 6.56 1.50 1.19
C 2.24 -3.11 -4.23
C -3.30 -2.91 -0.08
C 5.66 2.23 3.30
C 0.16 2.23 -4.42
C -4.58 0.56 0.51
C 5.29 1.11 0.78
C 4.24 -2.96 -2.91
C -4.27 -3.58 -0.83
C 4.40 1.83 2.89
C 3.53 -3.55 -3.94
C -3.41 -2.92 1.43
C 2.46 2.78 -3.99
C 2.45 4.92 0.06
C -2.54 0.00 3.52
C 2.36 -1.53 -2.40
C -3.11 -3.07 -2.86
C -3.31 0.85 2.53
C 0.64 -1.81 3.08
C 1.28 3.00 -4.69
C 1.46 5.44 0.88
C 1.66 -2.12 -3.46
C 1.38 1.05 -2.72
C 0.21 1.26 -3.43
C 2.02 2.72 0.94
C -2.20 -2.32 -2.13
C 1.02 -3.17 1.10
H 5.80 2.67 4.28
H 1.80 -3.67 1.68
H -1.42 -2.43 3.41
H -2.73 1.71 2.18
H -3.01 -3.16 -3.93
H -2.59 -2.31 1.82
H -5.10 -4.04 -0.33
H 7.72 2.41 2.74
H -4.56 -5.63 1.09
H -3.15 -0.88 3.75
H 0.20 3.28 -1.41
H -0.75 2.39 -4.98
H -4.68 3.72 -1.26
H 0.52 2.60 2.46
H 5.25 -3.28 -2.69
H -4.34 -2.45 1.74
H -2.58 5.31 -1.38
H 3.02 5.58 -0.59
H 0.65 -1.79 -3.68
H 1.24 3.78 -5.44
H 7.40 1.37 0.53
H 3.44 1.62 -2.47
H 1.05 -2.72 3.52
H -0.68 0.69 -3.19
H 3.34 3.37 -4.21
H 1.68 -3.56 -5.04
H -4.93 -4.22 -2.77
H -5.45 0.96 1.03
H -1.98 -5.20 0.81
H -4.50 -5.77 2.85
H -0.40 4.85 -1.67
H 1.23 6.50 0.85
H -0.71 -1.44 4.69
H 3.54 1.96 3.55
H -4.22 1.21 3.02
H 4.25 -1.53 -1.34
H 0.13 -3.80 1.05
H 3.54 3.16 -0.52
H -1.41 -1.82 -2.67
H 3.97 -4.34 -4.52
H 1.26 -0.96 3.37
H 1.38 -2.99 0.09
H 3.39 -0.36 -0.34
H 0.04 5.03 2.43
H -2.17 -5.88 2.44
H -4.55 5.08 -0.13
H -2.36 0.57 4.44
H -4.04 3.46 0.37
H 5.17 0.69 -0.21
H -1.27 -4.38 2.23
H -4.89 -0.27 -0.13
H -5.42 -4.45 2.11
H -4.11 1.34 -0.09
*
```

## Properties
* E: -81347.3132 eV
* LUMO energy: -1.931 eV
* max |F|: 1.3 eV/A
* M: 935.0 g/mol
* Kohn-Sham gap: 8.056 eV
* energy above the lowest of the compared OMol25 structures with the same formula, charge and spin: 0.00 kcal/mol

---

# 2
DFT (ωB97M-V with the def2-TZVPD basis set) results for a structure of composition C41H54As2CsN5O2PS3 at a distorted geometry.

Geometry as ORCA input:
```
! RIJCOSX wB97M-V def2-TZVPD def2/J DEFGRID3
* xyz -2 2
Cs -0.23 -0.10 0.52
As -3.53 0.05 0.42
As 2.30 0.34 -2.21
S 2.26 0.75 2.32
S -2.49 -2.64 -1.97
S -0.78 2.37 2.84
P 1.18 2.22 3.05
O 1.52 2.39 4.65
O 1.90 3.59 2.55
N -1.28 1.96 -2.03
N -0.42 -3.90 -0.66
N -1.05 -2.12 2.98
N -0.57 -4.23 -2.89
N -0.74 -3.33 0.53
C -0.42 -4.02 1.62
C -1.07 -3.58 -1.74
C -0.18 -3.42 5.30
C 5.11 1.36 -5.28
C -1.11 -1.54 4.16
C -5.11 -0.09 -0.79
C 3.71 1.18 -3.31
C 3.43 -1.00 -1.32
C -4.17 2.91 0.64
C 2.88 -2.18 -0.83
C -0.10 -4.06 4.09
C -2.40 1.64 -2.68
C 0.13 -5.43 1.54
C 5.01 -2.83 0.08
C 3.66 -3.09 -0.13
C 0.87 2.27 6.95
C -4.08 -1.26 1.79
C -1.48 4.18 -2.90
C 4.25 2.39 -2.87
C -4.19 -2.69 1.28
C 0.37 -0.29 -4.22
C 4.78 -0.73 -1.06
C 1.56 -2.57 -5.21
C -0.84 3.21 -2.15
C 5.21 3.07 -3.61
C 0.83 1.58 5.60
C -0.19 -0.93 -5.31
C 0.42 -2.07 -5.83
C -3.11 2.53 -3.46
C 5.56 -1.64 -0.37
C -6.48 -0.07 -0.14
C -0.70 -2.11 5.36
C -4.13 1.63 1.47
C 5.65 2.55 -4.82
C 2.10 -1.94 -4.10
C -0.54 -3.40 2.90
C 4.15 0.69 -4.54
C 2.43 5.72 3.50
C -2.65 3.84 -3.58
C 1.51 -0.78 -3.60
C 1.35 4.86 2.86
H 0.17 -3.93 6.20
H 6.41 3.07 -5.40
H -4.98 -2.79 0.53
H -2.72 0.60 -2.57
H 0.35 1.66 7.69
H 2.98 -2.35 -3.63
H 2.75 5.27 4.44
H 1.00 5.32 1.93
H 0.07 3.44 -1.61
H -4.01 2.22 -3.97
H -1.09 -0.55 -5.76
H -4.39 -3.38 2.10
H 0.49 4.76 3.53
H -0.81 -3.73 -3.73
H -4.45 3.77 1.25
H -4.89 2.83 -0.18
H 0.07 -5.77 0.51
H -0.77 -1.57 6.30
H 6.60 -1.42 -0.18
H 3.29 5.79 2.83
H 5.21 0.19 -1.41
H -5.02 -0.93 2.25
H -1.08 5.19 -2.96
H -6.66 0.87 0.39
H 1.18 -5.46 1.85
H -5.11 1.43 1.93
H -0.10 0.60 -3.82
H -6.59 -0.89 0.58
H -5.03 0.74 -1.51
H -3.19 3.11 0.21
H -3.17 4.57 -4.18
H 5.62 -3.54 0.62
H 2.03 -3.47 -5.60
H -0.21 1.44 5.28
H 3.21 -4.00 0.24
H -0.01 -2.58 -6.67
H -3.41 1.74 2.28
H 1.82 -2.41 -0.98
H -4.95 -1.01 -1.35
H 1.30 0.59 5.65
H 0.39 3.25 6.89
H 2.05 6.73 3.69
H 3.91 2.80 -1.93
H 1.91 2.41 7.27
H 3.74 -0.23 -4.93
H -0.44 -6.12 2.17
H 5.63 4.00 -3.24
H 5.44 0.95 -6.23
H 0.30 -5.06 4.04
H -3.30 -1.22 2.56
H 0.40 -4.47 -2.82
H -3.25 -2.98 0.80
H -7.27 -0.19 -0.89
H -1.52 -0.53 4.17
*
```

## Properties
* E: -218961.7565 eV
* LUMO energy (alpha / beta): 3.415 / 3.413 eV
* max |F|: 1.0 eV/A
* ⟨S²⟩: 0.78
* M: 1058.8 g/mol
* Kohn-Sham gap (alpha / beta): 2.117 / 4.493 eV

---

# 3
DFT (ωB97M-V with the def2-TZVPD basis set) results for a structure of composition C41H56Cl2CrN2O4Se2.

Geometry as ORCA input:
```
! RIJCOSX wB97M-V def2-TZVPD def2/J DEFGRID3
* xyz 0 5
Se -4.10 1.37 0.27
Se -5.19 0.29 -2.69
Cr -1.11 -0.78 -0.29
Cl -0.88 2.43 0.18
Cl -1.63 4.82 -1.33
O -2.57 -1.82 -1.39
O 0.28 -1.79 -1.40
O -1.77 -0.43 1.42
O -0.33 1.41 -3.55
N 0.57 -0.30 0.63
N -1.49 -0.06 -2.18
C -1.81 -1.58 -6.55
C 1.09 0.98 4.08
C -2.65 0.20 4.31
C 6.40 -0.12 -0.58
C -0.41 3.55 -1.12
C 1.67 -2.15 -4.27
C 2.19 1.53 5.00
C -0.93 0.03 2.35
C -2.19 -1.19 -2.40
C 0.43 0.15 1.92
C 2.60 -1.70 -2.02
C 5.40 1.54 -2.19
C -3.30 1.59 4.39
C 2.66 2.87 4.42
C 3.37 0.55 5.06
C 5.22 0.83 -0.83
C -2.49 -2.61 -5.92
C 3.87 -3.17 -3.65
C -1.52 -0.50 -4.46
C -2.52 -0.40 5.72
C 1.69 1.76 6.43
C 3.92 0.04 -0.85
C 3.77 -1.00 -1.81
C 1.67 -0.40 -0.13
C -1.30 -0.50 -5.82
C -2.23 -1.52 -3.84
C -5.18 -0.26 0.19
C -1.26 0.36 3.67
C 1.47 -1.33 -1.22
C -3.58 -0.73 3.52
C 2.49 -2.76 -3.12
C 2.88 0.30 0.00
C -0.24 0.88 4.47
C -6.14 -0.90 -3.92
C 5.23 1.90 0.27
C -5.58 2.61 0.60
C -6.06 -0.37 -1.05
C -2.71 -2.60 -4.55
C -1.02 0.44 -3.39
C 1.79 -4.02 -2.61
C 1.43 0.57 2.80
H 0.80 -3.80 -2.25
H 3.08 2.74 3.42
H 7.33 0.45 -0.52
H 2.37 -4.48 -1.80
H -5.80 -0.30 1.08
H -2.86 -3.44 -6.51
H -1.96 -1.33 5.69
H -6.28 2.60 -0.23
H -4.28 1.52 4.89
H -2.02 0.28 6.42
H 0.52 4.02 -0.83
H 4.55 2.20 -2.38
H -3.51 -0.61 6.12
H -3.12 -1.70 3.36
H 1.82 3.57 4.35
H 3.03 -0.45 5.36
H 2.46 0.57 2.48
H -0.74 0.29 -6.30
H -0.33 2.98 -2.03
H 4.43 2.63 0.12
H 1.27 0.84 6.86
H 6.51 -0.86 -1.38
H 6.31 2.13 -2.18
H -3.22 -3.42 -4.06
H -4.50 -0.88 4.09
H 4.38 -2.36 -4.17
H 5.12 1.45 1.26
H 1.71 -4.75 -3.42
H -6.07 2.32 1.53
H -6.32 -1.41 -1.25
H -3.45 1.99 3.39
H 2.52 2.08 7.05
H 3.87 0.45 4.09
H 2.13 -1.23 -4.64
H 4.11 0.90 5.78
H -5.82 -0.64 -4.92
H 5.45 0.82 -3.01
H 3.43 3.31 5.07
H -6.97 0.21 -0.93
H -4.44 -1.06 0.23
H 0.67 -1.93 -3.93
H -5.15 3.60 0.70
H 2.95 1.10 0.72
H 3.74 -3.99 -4.37
H -3.82 -0.29 2.56
H 6.26 -0.66 0.36
H 4.62 -1.24 -2.43
H -2.68 2.29 4.95
H -1.65 -1.61 -7.62
H 4.51 -3.53 -2.84
H 0.92 2.54 6.46
H -0.50 1.20 5.47
H -7.21 -0.77 -3.83
H 6.18 2.43 0.25
H -5.86 -1.94 -3.72
H 1.60 -2.86 -5.11
*
```

## Properties
* E: -238758.0339 eV
* LUMO energy (alpha / beta): -0.596 / -1.880 eV
* max |F|: 0.9 eV/A
* ⟨S²⟩: 6.07
* M: 921.7 g/mol
* Kohn-Sham gap (alpha / beta): 6.652 / 5.727 eV
* energy above the lowest of the compared OMol25 structures with the same formula, charge and spin: 10.50 kcal/mol

---

# 4
DFT (ωB97M-V with the def2-TZVPD basis set) results for a structure of composition C41H56N6O3SSr at a distorted geometry.

Geometry as ORCA input:
```
! RIJCOSX wB97M-V def2-TZVPD def2/J DEFGRID3
* xyz 0 1
Sr 0.94 1.95 1.20
S -1.63 -0.57 -0.06
O 1.63 3.63 -0.16
O 0.46 1.49 -1.01
O 2.35 4.23 -2.21
N 3.25 1.47 2.04
N 0.74 0.42 2.96
N 1.24 3.76 2.81
N -1.35 2.47 2.28
N -2.90 -0.53 -2.42
N -2.52 -2.62 -1.56
C -3.34 -0.99 -3.73
C -3.38 -4.26 0.09
C -2.16 -3.64 -0.57
C 0.88 2.34 -2.08
C -2.79 3.17 -2.83
C 4.08 -2.95 2.28
C -0.26 0.69 3.82
C 1.61 0.10 -3.02
C -2.68 4.07 -3.88
C 0.09 3.93 3.73
C -1.64 2.63 -2.26
C 3.00 -0.13 -4.97
C -2.19 -1.33 -4.67
C 2.43 2.06 -4.12
C 2.32 -3.71 3.71
C 4.39 -4.96 3.58
C -1.42 4.45 -4.32
C -2.40 -1.29 -1.42
C 2.54 3.46 3.46
C 3.11 -4.79 4.10
C -1.24 3.78 2.97
C -1.54 1.29 3.20
C -3.38 -2.99 2.31
C 1.74 3.52 -1.44
C 2.80 -2.77 2.80
C 1.96 -1.58 2.40
C 1.67 1.49 -3.09
C -2.67 -1.68 -6.08
C -0.37 2.98 -2.71
C 1.90 -0.73 4.83
C 0.89 -0.36 5.64
C 3.27 0.46 3.14
C -3.49 -2.96 -6.14
C 2.26 -0.70 -3.95
C -4.13 -3.31 1.02
C -0.27 3.91 -3.74
C 3.08 1.26 -5.04
C 3.58 2.88 2.48
C -0.26 0.37 5.16
C 1.93 -0.36 3.37
C 4.87 -4.03 2.66
H 2.74 -1.30 5.24
H -4.36 -2.38 0.49
H -3.98 -2.37 2.98
H 2.33 -1.22 1.43
H -1.80 -1.77 -6.73
H -2.24 1.55 3.99
H -4.05 -4.64 -0.69
H -3.76 2.89 -2.45
H 0.70 4.24 -4.07
H 3.63 3.51 1.59
H -1.31 5.17 -5.12
H 5.00 -5.80 3.88
H -4.43 -2.89 -5.58
H -0.15 0.78 -1.30
H -1.51 -0.48 -4.69
H 4.07 -0.26 2.97
H 2.54 3.14 -4.16
H -3.05 -5.14 0.65
H 4.56 2.91 2.97
H -3.76 -3.23 -7.16
H 3.50 0.97 4.07
H 3.51 -0.75 -5.69
H -2.66 0.45 -2.33
H -3.94 -0.18 -4.15
H -3.26 -0.84 -6.48
H -1.32 4.57 2.23
H -1.99 0.50 2.60
H -2.06 3.91 3.69
H 0.94 -0.63 6.69
H -1.56 -4.39 -1.08
H 3.91 1.21 1.31
H -1.10 0.62 5.80
H -1.52 -3.15 0.16
H 5.86 -4.15 2.24
H -2.45 -2.45 2.12
H -2.93 -3.80 -5.72
H -3.13 -3.91 2.85
H -2.14 2.50 1.65
H -5.10 -3.75 1.26
H -1.62 -2.17 -4.26
H 2.20 -1.78 -3.85
H 2.35 2.73 4.25
H 0.11 4.89 4.25
H 1.06 -0.38 -2.22
H 3.67 1.73 -5.83
H 0.92 -1.88 2.25
H 2.72 -5.51 4.81
H 0.15 3.15 4.49
H -3.08 -2.94 -2.34
H -3.57 4.50 -4.33
H 2.97 4.34 3.95
H 1.33 4.56 2.18
H 1.33 -3.59 4.13
H -1.74 1.96 -1.41
H 4.46 -2.24 1.55
H -4.03 -1.82 -3.61
*
```

## Properties
* E: -70183.3524 eV
* LUMO energy: 0.310 eV
* max |F|: 2.2 eV/A
* M: 800.6 g/mol
* Kohn-Sham gap: 6.160 eV
* energy above the lowest of the compared OMol25 structures with the same formula, charge and spin: 31.02 kcal/mol

---

- Among the records above, which one has the lowest M?
  C41H56N6O3SSr

---

- Among the records above, which one has the highest max |F|?
  C41H56N6O3SSr

---

- Which formula does entry 3 have?
  C41H56Cl2CrN2O4Se2